# 1
Below is a 4-piece molecular cluster, C54H30Br2F6O11S overall at a distorted geometry, with properties calculated with ωB97M-V with the def2-TZVPD basis set.

```
104
Properties=species:S:1:pos:R:3:forces:R:3
C 4.871898 3.536633 0.885804 0.0 0.6 -0.5
C 4.070527 4.393503 -0.238207 0.5 -0.4 0.2
F 4.948277 4.791691 -1.323646 -1.2 -0.6 1.6
C 2.866721 3.571897 -0.885625 -2.8 1.3 0.0
C 1.554477 4.141733 -1.013022 2.2 -2.4 -0.1
Br 1.044926 5.948326 -0.422607 0.4 -1.9 -0.8
C 0.412812 3.199987 -1.668780 -1.5 0.8 -1.5
O -0.416554 3.601813 -2.518817 2.9 -1.5 3.5
C 0.462569 1.661719 -1.167435 3.2 1.1 -0.4
S -1.086859 0.712341 -0.765163 2.0 -7.2 1.8
O -0.847877 0.102562 0.611673 -0.9 3.2 -3.6
O -1.321296 -0.429795 -1.711620 0.3 3.8 1.1
C -2.630268 1.762567 -0.762569 -2.9 0.1 -1.3
F -3.658958 0.970496 -0.154430 3.0 1.8 -1.5
F -3.041059 1.979563 -2.116318 1.3 -0.4 3.5
C -2.520675 3.140335 0.064251 -2.1 2.4 1.7
F -2.676621 4.296832 -0.760162 1.1 -3.2 2.2
F -1.371849 3.253869 0.871842 -2.5 -0.3 -2.5
F -3.642598 3.168846 0.955646 3.0 0.0 -2.2
C 1.772695 1.087040 -1.058321 -3.1 0.2 0.5
C 1.978983 -0.438895 -0.599071 1.4 0.0 -1.4
C 2.573294 -0.542334 0.894441 -3.1 1.3 3.0
O 1.899320 -0.237699 1.903371 3.3 -1.4 -4.5
Br 4.457724 -1.207788 1.062521 -1.4 0.5 -0.3
C 3.035323 2.046057 -1.399117 1.6 0.0 -0.8
O 4.051871 1.646583 -2.001887 -3.8 1.2 2.4
H 5.887490 3.207879 0.468970 -1.7 0.2 0.5
H 5.098002 4.211997 1.785179 -0.5 -1.0 -1.3
H 4.213042 2.661460 1.222647 1.2 1.2 -0.4
H 3.733313 5.365776 0.282507 0.1 -1.6 -1.3
H 1.040487 -1.089015 -0.758223 1.3 1.3 0.7
H 2.771040 -0.879811 -1.319608 -1.1 0.8 1.2
O -2.456751 -2.684178 6.590646 0.2 0.3 0.0
C -1.897025 -1.601640 6.628324 -0.5 -0.8 -0.1
C -1.807532 -0.758696 5.414660 0.0 0.1 -0.3
C -2.387674 -1.199630 4.223940 0.0 0.1 -0.3
C -2.342535 -0.396730 3.089822 0.0 -0.1 0.3
C -1.720221 0.848842 3.139769 -0.1 0.0 0.5
C -1.126419 1.283381 4.319407 -0.1 0.0 -0.3
C -1.163246 0.477769 5.458074 -0.1 0.0 -0.3
C -0.512500 0.941784 6.703519 0.5 0.9 -0.1
O 0.097563 1.997962 6.726634 -0.2 -0.3 0.0
C -0.618904 0.108571 7.922397 0.0 -0.1 0.4
C -0.040302 0.552035 9.112791 0.0 -0.1 0.2
C -0.163537 -0.207541 10.270904 0.0 0.0 -0.2
C -0.864662 -1.411164 10.244867 0.0 0.0 -0.2
C -1.430152 -1.862763 9.056948 0.1 0.0 0.3
C -1.303871 -1.105864 7.891015 0.1 0.0 0.4
H -2.878696 -2.166586 4.180043 0.1 0.1 0.2
H -2.797667 -0.739265 2.166349 0.1 0.0 0.1
H -1.696278 1.478328 2.261030 0.0 -0.1 0.3
H -0.638547 2.252627 4.350838 0.0 -0.2 0.2
H 0.503021 1.491318 9.140438 -0.1 -0.1 -0.2
H 0.283686 0.140887 11.196496 0.0 0.0 -0.1
H -0.968581 -1.998906 11.151446 0.0 0.1 -0.1
H -1.972376 -2.803078 9.043173 0.1 0.2 -0.2
O 5.821861 -4.260633 0.030819 0.2 -0.2 -0.1
C 6.517374 -5.168181 -0.393484 -0.5 0.7 0.3
C 6.244138 -5.767378 -1.719602 -0.2 -0.1 -0.3
C 5.195019 -5.273717 -2.496637 -0.1 0.0 -0.2
C 4.956416 -5.804007 -3.759621 0.1 0.0 0.2
C 5.764088 -6.826963 -4.251787 0.1 0.0 0.2
C 6.799176 -7.332946 -3.473146 -0.2 0.0 -0.2
C 7.037540 -6.808225 -2.202539 -0.2 0.1 -0.3
C 8.130347 -7.365578 -1.374134 0.6 -0.8 -0.3
O 8.788392 -8.310916 -1.773768 -0.2 0.3 0.1
C 8.416220 -6.753624 -0.057198 0.2 0.1 0.4
C 9.467106 -7.246637 0.717919 0.1 0.1 0.2
C 9.764688 -6.656887 1.941464 -0.1 0.0 -0.2
C 9.015227 -5.573514 2.394863 -0.1 0.0 -0.2
C 7.958299 -5.088949 1.631438 0.2 0.0 0.2
C 7.652811 -5.681714 0.405199 0.3 0.0 0.3
H 4.565787 -4.473152 -2.120895 0.2 -0.1 0.1
H 4.142969 -5.415872 -4.364327 0.1 0.0 0.1
H 5.585049 -7.231687 -5.242729 0.0 0.0 0.1
H 7.421794 -8.133526 -3.859986 0.0 0.1 0.2
H 10.057722 -8.087357 0.367837 -0.2 0.1 -0.1
H 10.584746 -7.039157 2.540936 -0.1 0.0 -0.1
H 9.254177 -5.107711 3.345632 0.0 0.0 -0.1
H 7.376579 -4.246542 1.992434 0.0 -0.1 -0.2
O -5.497413 2.828482 -6.456496 -0.3 0.1 0.1
C -6.527373 3.206820 -5.925522 0.8 -0.3 -0.4
C -7.800975 3.221395 -6.680963 -0.3 0.0 -0.3
C -7.823050 2.778222 -8.004312 -0.2 0.0 -0.2
C -9.021872 2.751348 -8.708185 0.1 0.0 0.2
C -10.202084 3.164941 -8.094056 0.1 0.1 0.2
C -10.180587 3.623457 -6.781464 -0.1 -0.1 -0.2
C -8.978523 3.658461 -6.073944 -0.1 -0.1 -0.4
C -8.962843 4.165016 -4.683110 -0.9 0.4 0.4
O -9.981601 4.597697 -4.171298 0.3 -0.1 -0.1
C -7.694252 4.131870 -3.921491 0.3 0.0 0.3
C -7.674054 4.573137 -2.597430 0.2 0.0 0.2
C -6.494673 4.514740 -1.863158 -0.1 0.0 -0.2
C -5.332418 4.015556 -2.447358 -0.2 0.0 -0.2
C -5.345876 3.588345 -3.771117 0.1 0.1 0.2
C -6.526338 3.650513 -4.513316 0.1 0.1 0.4
H -6.907838 2.449598 -8.486410 0.0 0.1 0.2
H -9.037963 2.402196 -9.735731 0.0 0.0 0.1
H -11.139428 3.131758 -8.640119 0.1 0.0 0.1
H -11.102478 3.949246 -6.310054 0.2 0.0 0.1
H -8.577407 4.958541 -2.135196 0.0 -0.1 -0.2
H -6.481867 4.854684 -0.832307 0.0 0.0 -0.1
H -4.417784 3.961790 -1.872507 -0.3 0.1 -0.2
H -4.435816 3.203455 -4.220949 -0.2 0.0 -0.1
```
Forces are in eV/Å.

Computed properties:
Total charge ... 0
LUMO ... -2.5623 eV
Structure (SMILES) ... C[C@@H](F)C1=C(Br)C(=O)C(S(=O)(=O)C(F)(F)C(F)(F)F)=C(CC(=O)Br)C1=O.O=C1c2ccccc2C(=O)c2ccccc21.O=C1c2ccccc2C(=O)c2ccccc21.O=C1c2ccccc2C(=O)c2ccccc21
Highest occupied orbital energy ... -9.5668 eV

Here are the Löwdin charges for atoms 1 to 99, given in e: C -0.0277; C -0.2702; F -0.0642; C -0.0674; C -0.4531; Br 0.7606; C -0.2984; O 0.0759; C -0.0863; S 0.8739; O -0.3123; O -0.2921; C -0.3033; F 0.0712; F 0.0612; C -0.3130; F 0.0798; F 0.0972; F 0.0881; C -0.0275; C -0.1007; C -0.6786; O 0.0023; Br 0.6830; C -0.1954; O 0.1141; H 0.0999; H 0.0881; H 0.0843; H 0.1176; H 0.1291; H 0.1228; O 0.1003; C -0.2802; C -0.0840; C 0.0129; C -0.0504; C -0.0652; C 0.0184; C -0.0834; C -0.2796; O 0.0973; C -0.0846; C 0.0011; C -0.0603; C -0.0596; C 0.0021; C -0.0841; H 0.1217; H 0.1037; H 0.0626; H 0.1214; H 0.1201; H 0.1065; H 0.1066; H 0.1207; O 0.0609; C -0.2757; C -0.0827; C 0.0027; C -0.0568; C -0.0558; C 0.0040; C -0.0839; C -0.2793; O 0.1035; C -0.0839; C 0.0040; C -0.0563; C -0.0562; C 0.0039; C -0.0832; H 0.1185; H 0.1077; H 0.1082; H 0.1218; H 0.1216; H 0.1081; H 0.1080; H 0.1197; O 0.1039; C -0.2789; C -0.0842; C 0.0026; C -0.0581; C -0.0579; C 0.0024; C -0.0849; C -0.2795; O 0.1016; C -0.0841; C 0.0053; C -0.0452; C -0.0533; C 0.0120; C -0.0805; H 0.1210; H 0.1073; H 0.1073



# 2
Below is C54H41AgF15GeN3P2S2Te2 as an isolated structure at a distorted geometry, with properties calculated with ωB97M-V with the def2-TZVPD basis set.

```
121
Properties=species:S:1:pos:R:3:forces:R:3
Ag -0.942727 -1.131546 -0.081983 -3.5 -2.1 1.6
C -3.010144 1.041173 -2.705001 0.5 -0.1 0.0
N -1.998684 2.108268 -2.665463 -0.2 0.1 0.1
C -1.826851 2.750768 -1.331407 -0.3 -1.0 -0.5
P -0.834214 1.542926 -0.245094 -0.9 3.4 0.7
C -1.739593 1.714225 1.379417 0.2 0.0 0.0
C -3.058770 2.141420 1.484532 0.0 -0.1 0.1
C -3.643351 2.347295 2.728234 0.0 0.0 0.0
C -2.930490 2.105094 3.891067 0.0 0.0 0.0
C -1.627267 1.636721 3.801568 0.0 0.0 -0.1
C -1.039328 1.453989 2.558154 0.0 0.0 0.1
C 0.414668 2.913662 0.185479 0.0 0.0 0.1
C -0.048699 4.077100 0.819509 0.2 -0.1 -0.1
C 0.792058 5.153133 1.060278 -0.1 0.0 -0.1
C 2.129581 5.101401 0.687429 0.1 -0.1 0.0
C 2.614876 3.955438 0.081611 -0.2 -0.1 0.0
C 1.760416 2.878741 -0.161681 0.1 0.1 -0.1
C -1.844508 2.984570 -3.751663 -0.1 0.0 0.0
C -2.844597 3.259512 -4.687837 0.0 0.1 0.0
C -2.626662 4.169214 -5.716871 0.0 0.0 0.0
C -1.413051 4.826556 -5.842294 0.0 0.0 0.0
C -0.400252 4.541947 -4.929524 -0.1 0.0 0.0
C -0.611146 3.631833 -3.909050 0.1 0.1 0.0
P -2.283462 -0.705315 -2.683210 -0.3 0.0 -0.4
C -1.379026 -0.827188 -4.294007 -0.1 0.0 0.0
C -0.559650 -1.955830 -4.430290 -0.1 0.1 0.0
C 0.209039 -2.148545 -5.568084 0.0 -0.1 0.0
C 0.206235 -1.196546 -6.580369 0.0 0.0 0.0
C -0.596168 -0.072117 -6.456569 -0.1 0.0 0.0
C -1.393408 0.102144 -5.328638 0.0 0.0 -0.1
C -3.790737 -1.656908 -3.143429 0.0 0.1 0.1
C -3.750687 -2.732580 -4.031433 -0.1 0.0 0.0
C -4.879974 -3.502904 -4.270539 0.0 0.0 0.0
C -6.073485 -3.218594 -3.617726 0.0 0.0 0.0
C -6.123759 -2.158117 -2.727241 0.0 0.1 0.0
C -4.994889 -1.380768 -2.491305 0.0 -0.1 0.1
H -3.675060 1.122912 -3.563626 0.0 0.1 0.0
H -3.617243 1.069264 -1.795470 -0.1 0.0 0.0
H -2.810480 3.020035 -0.940144 0.0 0.0 0.1
H -1.265733 3.665506 -1.463154 0.1 0.1 0.0
H -3.672002 2.285932 0.607982 0.0 0.0 0.0
H -4.671615 2.686749 2.781632 0.0 -0.1 0.0
H -3.389455 2.264922 4.860021 0.0 0.0 0.0
H -1.054186 1.418466 4.696554 0.0 0.0 0.0
H -0.019333 1.097086 2.514133 0.0 0.0 0.0
H -1.082650 4.138210 1.132999 0.0 0.0 0.0
H 0.398526 6.045050 1.534315 0.0 0.0 0.1
H 2.788511 5.941040 0.876585 0.0 0.0 0.0
H 3.656133 3.883114 -0.209416 0.0 0.0 0.0
H 2.184304 2.006183 -0.633528 0.0 0.0 0.1
H -3.809821 2.775909 -4.610652 0.0 0.0 0.0
H -3.425452 4.373051 -6.420656 0.0 0.0 0.0
H -1.254061 5.547788 -6.634111 0.0 0.0 0.0
H 0.564250 5.026531 -5.019912 0.0 0.0 0.0
H 0.192436 3.408860 -3.215868 0.0 0.0 0.0
H -0.559007 -2.696316 -3.634626 0.1 0.0 0.0
H 0.810403 -3.045276 -5.663219 0.0 0.0 0.0
H 0.822048 -1.332053 -7.461188 0.0 0.0 0.0
H -0.616120 0.672384 -7.244232 0.0 0.0 0.0
H -2.033887 0.970821 -5.276969 0.0 0.0 0.0
H -2.829684 -2.995808 -4.532937 0.0 0.0 0.0
H -4.815162 -4.344079 -4.951818 0.0 0.0 0.0
H -6.952447 -3.828415 -3.795816 0.0 0.0 0.0
H -7.034510 -1.945729 -2.178001 0.0 0.0 0.0
H -5.043064 -0.601673 -1.742018 0.0 -0.1 0.0
C -3.859242 -5.154743 1.746370 0.0 0.0 -0.2
N -3.347954 -5.095766 0.385648 0.1 0.1 0.2
C -2.131422 -4.613745 0.086093 0.0 -0.1 -0.2
N -1.256278 -4.447035 1.118776 -0.2 0.1 0.0
S -1.701770 -4.340261 -1.519201 0.3 -0.2 -0.1
H -4.774931 -5.746389 1.748270 0.0 0.0 0.0
H -4.073700 -4.143617 2.111183 0.0 0.0 0.0
H -3.120808 -5.640564 2.385288 -0.1 0.0 0.0
H -4.014455 -4.950379 -0.354850 0.0 0.0 0.0
H -1.664387 -3.966139 1.915979 -0.1 0.0 0.0
H -0.426808 -3.959328 0.820120 0.1 0.0 -0.1
F 3.921438 -2.310900 1.185876 0.0 0.0 0.0
C 4.609035 -1.181933 1.470934 -0.2 0.1 0.0
C 4.169591 -0.365460 2.502243 -0.2 -0.2 -0.2
C 4.980943 0.725544 2.753798 -0.1 -0.1 0.1
F 4.751688 1.556939 3.785872 0.0 0.0 0.0
C 6.103970 1.021271 1.998003 0.1 0.1 0.0
F 6.858670 2.099383 2.273752 0.0 0.0 0.0
C 6.468804 0.199595 0.953042 0.1 0.0 0.0
F 7.547614 0.486920 0.207843 0.0 0.0 0.0
C 5.721033 -0.930795 0.692571 0.0 0.0 0.0
F 6.086433 -1.753645 -0.304516 0.0 0.0 0.0
Ge 2.305533 -1.009536 3.238069 0.7 0.3 0.8
S 1.096609 -0.263912 0.590038 2.0 -0.3 0.0
C 3.324747 -2.455502 4.361323 -0.4 -0.2 -0.1
C 2.906309 -3.764644 4.177297 0.2 0.2 0.0
F 1.975508 -4.056460 3.251572 0.0 0.0 0.1
C 3.410785 -4.829994 4.903903 0.0 0.0 0.0
F 2.981992 -6.085988 4.703940 0.0 0.0 0.0
C 4.377548 -4.589486 5.858186 0.0 -0.1 0.0
F 4.880913 -5.604753 6.577929 0.0 0.0 0.0
C 4.833086 -3.303289 6.065480 0.1 0.0 0.0
F 5.785829 -3.085521 6.989008 0.0 0.0 0.0
C 4.303547 -2.270166 5.316973 -0.1 0.1 -0.2
F 4.791008 -1.038139 5.557565 0.0 0.0 0.1
C 2.139171 0.422939 4.745536 -0.4 -0.1 0.0
C 2.004513 1.749139 4.367906 0.0 -0.2 -0.1
F 2.235392 2.093057 3.085627 0.0 0.1 0.0
C 1.604596 2.757082 5.223166 0.0 0.0 0.0
F 1.511343 4.029794 4.815098 0.0 0.0 0.0
C 1.284124 2.434480 6.527332 0.0 0.1 0.1
F 0.895139 3.390178 7.385903 0.0 0.0 0.0
C 1.349362 1.120349 6.939943 0.0 -0.1 0.1
F 1.007234 0.808841 8.202884 0.0 0.0 0.0
C 1.759241 0.146169 6.046936 0.1 0.1 -0.2
F 1.763825 -1.123651 6.505859 0.0 0.0 0.0
Te -3.490707 -1.476105 0.833205 0.1 0.2 -0.1
C 2.680649 0.517103 -2.509391 0.6 0.3 -0.3
Te 0.887347 -0.356330 -1.735409 2.1 -0.5 -1.3
C 1.873571 -2.273031 -1.763938 0.0 -0.1 -0.3
H 3.512528 0.487143 -1.801447 -0.1 -0.1 0.0
H 2.465393 1.549116 -2.790136 0.1 0.0 0.0
H 2.942888 -0.040333 -3.414991 -0.1 0.0 0.1
H 2.489941 -2.356823 -2.660130 -0.1 0.0 0.0
H 1.124670 -3.063592 -1.727914 -0.1 0.1 -0.1
H 2.491968 -2.327725 -0.873846 0.0 0.1 0.1
```
Forces are in eV/Å.

Computed properties:
Total charge ... -2
LUMO ... 3.4393 eV
Highest occupied orbital energy ... -0.6832 eV
Energy relative to the best compared isomer or geometry (same formula, charge and spin) ... 346.3 kJ/mol

Here are the Löwdin charges for atoms 1 to 99, given in e: Ag 0.0843; C -0.3055; N -0.1872; C -0.2771; P 0.8057; C -0.4328; C -0.1670; C -0.1021; C -0.0950; C -0.0670; C -0.1253; C -0.3496; C -0.0935; C -0.0865; C -0.1038; C -0.0857; C -0.1342; C -0.2694; C -0.0477; C -0.1023; C -0.1208; C -0.0914; C -0.0234; P 0.9337; C -0.4095; C -0.1735; C -0.0889; C -0.1061; C -0.0850; C -0.0701; C -0.3744; C -0.1168; C -0.1046; C -0.1151; C -0.0987; C -0.1626; H 0.0743; H 0.0628; H 0.0753; H 0.0710; H 0.0748; H 0.0953; H 0.0931; H 0.0953; H 0.0308; H 0.1058; H 0.0968; H 0.0932; H 0.0989; H 0.0192; H 0.1017; H 0.0951; H 0.0880; H 0.0977; H 0.1099; H 0.0580; H 0.1018; H 0.0916; H 0.0974; H 0.0780; H 0.0847; H 0.0926; H 0.0882; H 0.0972; H 0.0263; C -0.1301; N -0.0780; C -1.0258; N 0.0715; S 0.5174; H 0.0731; H -0.0086; H 0.0755; H 0.1017; H 0.0578; H 0.0522; F 0.0395; C -0.2620; C -0.1561; C -0.2190; F 0.0851; C -0.1483; F 0.0940; C -0.1502; F 0.0977; C -0.1545; F 0.0953; Ge 1.0509; S 0.0151; C -0.1662; C -0.2478; F 0.0575; C -0.1498; F 0.0985; C -0.1472; F 0.0980; C -0.1500; F 0.0931; C -0.2357



Per-record electronic energy, eV: -246226.3171, -217243.0512